Here is a cluster of 8 separate species, C24H63NO22S7 in total in a non-equilibrium geometry from the OMol25 dataset. Energies are from ωB97M-V/def2-TZVPD.

Values from the calculation:
HOMO in eV: -9.9
LUMO energy in eV: 0.2
Energy above the lowest of the compared OMol25 structures with the same formula, charge and spin in kJ/mol: 96.0
Largest force on an atom in eV/Å: 3.1

Geometry (Å):
1 C 12.7788 18.2262 10.3400
2 C 13.8053 19.2626 10.8971
3 O 14.9324 18.9149 11.0891
4 N 13.3562 20.5298 11.1406
5 C 14.2041 21.6171 11.5622
6 H 12.8241 18.1988 9.2323
7 H 11.7607 18.4213 10.6827
8 H 13.0900 17.2417 10.6393
9 H 12.3774 20.6544 11.0475
10 H 13.8318 22.1132 12.4971
11 H 14.4148 22.3249 10.7542
12 H 15.1770 21.2507 11.8710
13 O 11.7222 11.3709 9.6781
14 S 11.3128 12.4271 10.5656
15 O 12.3135 13.3044 11.1437
16 O 10.2291 13.1997 9.7686
17 C 10.0869 14.6082 10.1084
18 C 8.7732 15.1206 9.4868
19 C 10.4619 11.7404 11.9123
20 H 10.9103 15.2414 9.8496
21 H 10.0285 14.7180 11.1777
22 H 7.9481 14.8479 10.1584
23 H 8.6936 14.6580 8.4874
24 H 8.7660 16.2730 9.3490
25 H 11.1478 11.2273 12.6577
26 H 9.8029 10.9648 11.4562
27 H 9.7835 12.4807 12.3467
28 O 10.9163 11.7749 15.7854
29 S 9.8527 12.6558 15.6023
30 O 9.2396 12.7818 14.3349
31 O 8.7594 12.3134 16.7185
32 C 8.1529 10.9956 16.6477
33 C 7.0831 10.9873 17.7016
34 C 10.3032 14.2145 16.2118
35 H 8.8407 10.2191 16.8842
36 H 7.6832 10.9419 15.7010
37 H 6.5283 10.0693 17.7059
38 H 6.2360 11.6756 17.4704
39 H 7.4062 11.1344 18.7202
40 H 10.7986 14.0431 17.1745
41 H 9.3599 14.7400 16.3569
42 H 10.8954 14.7925 15.5477
43 O 18.7176 17.9396 18.3195
44 S 18.3139 17.0314 17.2791
45 O 18.7820 17.1711 15.9182
46 O 18.8577 15.6561 17.8376
47 C 18.5891 14.5970 16.8930
48 C 19.3785 13.4263 17.3266
49 C 16.4788 16.9698 17.2580
50 H 18.9129 14.9242 15.8925
51 H 17.5214 14.4046 16.9742
52 H 20.3624 13.8568 17.6191
53 H 19.5625 12.5405 16.6857
54 H 18.9957 13.0407 18.2713
55 H 16.1144 16.9145 18.2889
56 H 16.0106 16.1251 16.7174
57 H 16.1405 17.9330 16.8665
58 O 15.6315 13.2381 16.3080
59 S 14.6631 13.3905 15.2294
60 O 13.3146 13.8935 15.4790
61 O 15.2715 14.2069 14.0208
62 C 14.4279 15.2242 13.5431
63 C 15.3376 16.1260 12.7065
64 C 14.5117 11.7830 14.5634
65 H 14.0669 15.6845 14.4202
66 H 13.5619 14.8418 13.0341
67 H 15.5160 15.6804 11.6947
68 H 16.4080 16.3644 13.1073
69 H 14.9340 17.1203 12.4718
70 H 13.9057 11.1881 15.2388
71 H 15.4335 11.2631 14.4451
72 H 14.0029 11.8508 13.6164
73 O 17.1891 22.0526 15.4235
74 S 17.7672 20.7671 15.2717
75 O 17.0591 19.6225 15.7100
76 O 18.2437 20.5839 13.7878
77 C 17.6113 19.4882 13.0189
78 C 18.1828 19.3740 11.6206
79 C 19.3081 20.8344 16.1198
80 H 16.5333 19.6415 12.9988
81 H 17.6687 18.5344 13.5563
82 H 19.2529 19.2140 11.5086
83 H 17.9471 20.3591 11.1644
84 H 17.6504 18.6369 11.0267
85 H 19.8393 21.7221 15.7554
86 H 19.9466 19.9257 16.0066
87 H 19.0211 20.9747 17.1516
88 O 21.0512 10.5855 13.7840
89 S 19.7681 10.2401 14.2867
90 O 19.5915 10.2005 15.6809
91 O 18.6960 11.1947 13.7045
92 C 18.8458 11.8283 12.3506
93 C 17.7482 12.7888 12.2156
94 C 19.3115 8.7459 13.5682
95 H 18.8203 11.0082 11.6329
96 H 19.8299 12.2397 12.2887
97 H 17.9951 13.7153 12.6973
98 H 16.8031 12.4161 12.6938
99 H 17.5837 13.0722 11.2101
100 H 20.2449 8.1609 13.7508
101 H 19.1544 8.7210 12.4625
102 H 18.4359 8.3290 14.0734
103 O 16.5146 17.0342 8.6367
104 S 17.1451 15.7232 8.4541
105 O 17.3322 14.7926 9.5133
106 O 16.3842 15.0509 7.2411
107 C 15.4911 13.8310 7.5650
108 C 14.1677 14.1868 8.1580
109 C 18.7712 15.8834 7.6323
110 H 16.0447 13.3279 8.3769
111 H 15.4560 13.2489 6.6040
112 H 13.5743 14.8234 7.4862
113 H 14.2876 14.7342 9.1396
114 H 13.5955 13.2678 8.3138
115 H 18.4384 16.4049 6.7149
116 H 19.0290 14.7923 7.5127
117 H 19.4461 16.4221 8.3344